{
  "formula": "C8H12N4",
  "method": "ωB97M-V/def2-TZVPD",
  "symbols": ["C", "C", "C", "N", "C", "N", "H", "H", "H", "H", "H", "H", "C", "C", "C", "N", "C", "N", "H", "H", "H", "H", "H", "H"],
  "positions_angstrom": [[3.211847, 2.474056, -2.413697], [2.573911, 1.742597, -1.356001], [1.959221, 0.432204, -1.372465], [1.224531, 0.320392, -0.224166], [1.372020, 1.460438, 0.440185], [2.135335, 2.346317, -0.206037], [4.168267, 1.922981, -2.719122], [3.474299, 3.418660, -1.902976], [2.608372, 2.804175, -3.255637], [1.869328, -0.128717, -2.247192], [0.697140, -0.433228, 0.108167], [1.383158, 1.557389, 1.545054], [-0.868187, -1.160659, 2.467792], [-1.930784, -1.343579, 1.435787], [-2.966250, -2.225062, 1.368843], [-3.595292, -1.964561, 0.169874], [-2.753014, -1.069615, -0.552812], [-1.865842, -0.575031, 0.258839], [-0.307308, -0.297617, 2.144017], [-0.237235, -2.029384, 2.433541], [-1.170394, -1.224292, 3.526925], [-3.529649, -2.886316, 2.077894], [-4.452112, -2.459798, -0.195722], [-3.001355, -0.681342, -1.531089]],
  "forces_ev_per_a": [[2.754, 0.929, -0.297], [-4.364, -3.448, 1.666], [1.306, 3.125, 0.041], [1.226, 0.580, -1.139], [1.871, 1.897, 1.638], [0.341, -0.464, 0.178], [-1.295, 1.030, -0.031], [0.445, -0.247, -0.474], [-0.162, -0.579, -0.174], [-0.220, -1.359, -0.773], [-0.830, -1.185, 0.152], [-1.103, -0.202, -0.879], [-0.430, -0.840, 0.121], [-0.056, 0.495, -0.103], [-1.809, 0.036, 0.425], [0.126, -0.305, -2.480], [-2.371, -0.295, 1.896], [0.882, -1.473, 0.362], [0.223, 0.400, 0.671], [0.792, -0.410, -0.380], [-0.278, 0.897, -0.483], [1.223, 0.749, -0.608], [1.745, 0.857, 0.589], [-0.016, -0.188, 0.081]],
  "mulliken_charge": [-1.03, 0.59, -0.58, 0.16, -0.17, -0.62, 0.25, 0.32, 0.28, 0.39, 0.12, 0.26, -1.13, 0.71, -0.49, -0.09, -0.32, -0.40, 0.14, 0.30, 0.39, 0.32, 0.23, 0.38],
  "orbital_gap_ev": 8.584,
  "smiles": "Cc1c[nH]cn1.Cc1c[nH]cn1",
  "de_lowest_kj_mol": 167.43,
  "molar_mass_g_mol": 164.2,
  "max_force_ev_per_a": 5.81,
  "multiplicity": 1,
  "e_tot_ev": -14449.81656,
  "total_charge": 0
}

{
  "formula": "C8H12N4O4SV",
  "method": "ωB97M-V/def2-TZVPD",
  "symbols": ["V", "S", "O", "O", "O", "O", "C", "C", "N", "H", "H", "H", "C", "C", "N", "H", "H", "H", "C", "C", "N", "H", "H", "H", "C", "C", "N", "H", "H", "H"],
  "positions_angstrom": [[0.228587, 0.303745, 0.252182], [1.339124, -1.421734, 1.875366], [0.113009, -1.552486, 1.105264], [1.119431, -1.681248, 3.294075], [2.359167, -2.231806, 1.211724], [1.648662, -0.003731, 1.600657], [-1.229037, 0.545971, 4.392731], [-1.144297, 1.024735, 3.003440], [-1.049664, 1.282048, 1.831543], [-0.659755, 1.164054, 5.087001], [-0.784813, -0.434979, 4.561562], [-2.278060, 0.533418, 4.688497], [0.912499, 4.324448, -2.635915], [0.617368, 3.192252, -1.721484], [0.440605, 2.267375, -1.016151], [0.063974, 4.352693, -3.319512], [1.889216, 4.153745, -3.088668], [1.063219, 5.225268, -2.041028], [-3.563409, -1.916718, -0.930068], [-2.611426, -0.837202, -0.799196], [-1.824373, -0.010454, -0.752823], [-4.577084, -1.540409, -1.067737], [-3.711748, -2.484288, -0.011399], [-3.274489, -2.559918, -1.761285], [2.818781, -2.299448, -2.429696], [1.836224, -1.260821, -2.120759], [1.044001, -0.483407, -1.800441], [2.698339, -2.746816, -3.416334], [2.719067, -3.073785, -1.669057], [3.796882, -1.830501, -2.322489]],
  "forces_ev_per_a": [[-1.251, 0.662, -1.343], [2.963, -2.463, 1.371], [-3.986, -0.451, -1.811], [0.138, 0.241, -0.529], [0.102, -0.255, 0.673], [1.309, 3.012, 0.346], [-0.094, 0.379, 0.221], [0.912, 0.386, -5.199], [-0.394, -1.169, 6.099], [-0.157, 0.464, -0.261], [-0.021, -0.239, -0.861], [0.043, 0.015, 0.063], [-0.004, -0.857, 1.048], [-0.044, -2.553, 2.015], [0.535, 2.793, -1.793], [0.398, 0.483, -0.232], [-0.299, -0.255, -0.430], [-0.541, 0.089, -0.074], [-0.874, -0.223, 0.213], [-0.168, -0.186, -0.021], [0.487, 0.120, 0.202], [0.116, 0.332, -0.542], [0.775, -0.118, 0.058], [-0.094, -0.026, 0.157], [0.021, 0.301, 0.323], [-0.837, 0.194, 0.249], [0.969, -0.800, 0.031], [-0.104, 0.286, 0.029], [0.013, 0.065, 0.113], [0.089, -0.225, -0.116]],
  "lowdin_spin": [2.76, 0.01, 0.02, 0.00, 0.00, 0.05, 0.00, 0.02, 0.01, 0.00, 0.00, 0.00, 0.00, 0.03, 0.02, 0.00, 0.00, 0.00, 0.00, 0.02, 0.01, 0.00, 0.00, 0.00, 0.00, 0.01, 0.02, 0.00, 0.00, 0.00],
  "orbital_gap_ev": [7.078, 8.051],
  "molar_mass_g_mol": 311.2,
  "max_force_ev_per_a": 6.22,
  "s2": 3.756,
  "multiplicity": 4,
  "e_tot_ev": -59164.36331,
  "total_charge": 0
}

{
  "formula": "C8H12N5",
  "method": "ωB97M-V/def2-TZVPD",
  "symbols": ["C", "C", "N", "N", "C", "C", "C", "C", "N", "C", "N", "N", "C", "H", "H", "H", "H", "H", "H", "H", "H", "H", "H", "H", "H"],
  "positions_angstrom": [[0.983007, -1.838343, 0.381204], [0.826281, -0.459923, -0.251195], [1.292085, -0.305221, -1.509266], [1.552632, 0.626621, 0.830557], [1.474894, 2.016020, 0.311099], [0.233044, 2.431642, -0.078375], [-0.903204, 1.547251, -0.148579], [-2.273892, 1.907462, -0.210547], [-3.242418, 0.939048, -0.137792], [-2.934649, -0.349325, 0.029196], [-3.899910, -1.175886, 0.416950], [-1.638129, -0.821605, -0.019788], [-0.757589, 0.139650, -0.153720], [2.018891, -2.187655, 0.444089], [0.328891, -2.661718, -0.028040], [0.533594, -1.741493, 1.434070], [1.085251, 0.535551, -2.020130], [1.785874, -1.104534, -1.886798], [2.633115, 0.510519, 1.001495], [0.916125, 0.510567, 1.678489], [2.423279, 2.546485, 0.147752], [0.330285, 3.413272, -0.550265], [-2.611051, 3.012507, -0.352434], [-4.841703, -0.844509, 0.412869], [-3.536803, -2.086904, 0.339573]],
  "forces_ev_per_a": [[-1.560, -0.224, 1.647], [-2.698, 0.770, 0.833], [0.663, -0.707, -0.067], [1.549, 0.323, 0.292], [-2.063, -0.410, -0.338], [3.175, 0.135, -0.583], [-1.909, -0.633, 0.117], [-1.141, -0.545, -0.232], [0.841, 2.455, -0.309], [1.323, 1.780, 0.648], [1.274, 0.658, -0.528], [-0.948, 1.028, -0.559], [3.479, -1.332, 0.926], [-0.151, 0.226, -0.081], [0.755, 1.242, -0.194], [0.964, -0.226, -1.247], [0.098, -0.299, -0.357], [0.033, 0.702, -0.403], [-2.836, -0.621, 0.111], [1.586, 0.267, -0.862], [-0.688, -0.265, 0.345], [-0.987, -0.085, 0.258], [0.485, -2.197, 0.370], [-0.410, -0.359, -0.063], [-0.834, -1.683, 0.279]],
  "mulliken_charge": [-1.36, 0.91, -0.36, -0.28, -0.74, -0.51, 0.50, -0.36, -0.59, 0.44, -0.34, -0.42, 0.18, 0.42, 0.35, 0.33, 0.23, 0.26, 0.39, 0.42, 0.32, 0.34, 0.34, 0.29, 0.26],
  "orbital_gap_ev": 8.628,
  "smiles": "C[C@]1(N)[NH2+]C=Cc2cnc(N)nc21",
  "de_lowest_kj_mol": 64.92,
  "molar_mass_g_mol": 178.2,
  "max_force_ev_per_a": 3.84,
  "multiplicity": 1,
  "e_tot_ev": -15933.75092,
  "total_charge": 1
}